(1)
A cluster of 3 separate species, C6H18O3 in total, computed with the ωB97M-V functional and the def2-TZVPD basis.

Positions of all 27 atoms, in Å:
C 2.0978 -2.3501 4.9779
C 2.8136 -3.3801 5.7368
O 2.4348 -3.4304 7.0719
H 1.0215 -2.4580 5.1118
H 2.3069 -2.5389 3.9249
H 2.5164 -1.3526 5.1124
H 3.9012 -3.3319 5.6832
H 2.4242 -4.3250 5.3579
H 2.5188 -4.3252 7.4094
C 2.3820 2.9548 -0.1728
C 0.9509 2.9332 -0.7633
O 1.1203 3.8598 -1.8673
H 2.6908 3.9025 0.2684
H 3.1721 2.7505 -0.8954
H 2.5186 2.1541 0.5540
H 0.1549 3.2013 -0.0686
H 0.7505 1.9280 -1.1344
H 0.2243 3.9405 -2.2023
C -3.2575 -0.3682 -5.4442
C -4.5560 -0.0248 -4.7954
O -4.2439 1.0311 -3.8792
H -3.3262 -1.1807 -6.1675
H -2.4313 -0.5724 -4.7630
H -2.9718 0.4383 -6.1195
H -4.9067 -0.9064 -4.2588
H -5.3666 0.2994 -5.4481
H -4.9397 1.1512 -3.2288

Atoms 1-6, force components in eV/Å:
C 0.25 0.96 -1.17
C -0.03 -2.07 0.02
O -0.50 0.78 1.95
H 0.09 0.45 0.19
H -0.12 -0.14 -0.21
H -0.56 0.20 0.50

For the HOMO-LUMO gap, the calculation gives 0.40214 Eh. As for the electronic energy: -12654.7415 eV. The energy relative to the best compared isomer or geometry (same formula, charge and spin) is 35.6 kcal per mole. For the highest occupied orbital energy, the calculation gives -0.3752 Eh.


(2)
A cluster of 3 separate species, C6H18O3S3 in total, computed with the ωB97M-V functional and the def2-TZVPD basis.

Positions of all 30 atoms, in Å:
C 1.9603 -1.9799 1.8001
S 1.9815 -0.6079 2.9294
O 0.4733 -0.2109 3.2081
C 2.3363 -1.5618 4.4577
H 1.7898 -2.9590 2.2400
H 2.8232 -1.9844 1.0865
H 1.0554 -1.7405 1.2111
H 2.0643 -0.9973 5.2319
H 3.2099 -2.3555 4.1919
H 1.4517 -2.1461 4.4459
C 0.2748 -0.6167 -2.1021
S 0.8680 -0.6730 -3.6868
O 0.7066 -2.0338 -4.2473
C -0.5804 0.2728 -4.2745
H -0.6564 -1.1556 -2.0869
H 0.0289 0.1903 -1.7320
H 1.0383 -0.8945 -1.3960
H -0.5379 0.4045 -5.2952
H -0.5738 1.2306 -3.9246
H -1.4596 0.0215 -3.9405
C -0.6809 2.7595 -0.0141
S -2.2465 2.5894 0.7795
O -3.2576 3.4603 -0.0084
C -2.5929 0.8103 0.4285
H -0.1255 1.9743 -0.0239
H -0.1699 3.4799 0.5755
H -1.0067 3.1638 -1.0869
H -1.9729 0.2444 1.1048
H -2.5656 0.5688 -0.5673
H -3.6354 0.7465 0.6957

Atoms 1-6, force components in eV/Å:
C -0.36 -0.09 -1.65
S -2.69 0.98 1.87
O 3.03 -0.78 -1.00
C 1.71 -3.87 -5.41
H 0.16 0.04 0.24
H -0.56 0.04 0.86

For the HOMO-LUMO gap, the calculation gives 0.33513 Eh. As for the electronic energy: -45155.5100 eV. The energy relative to the best compared isomer or geometry (same formula, charge and spin) is 84.3 kcal per mole. For the highest occupied orbital energy, the calculation gives -0.3264 Eh.


Table of E_LUMO (eV), in record order: 0.73; 0.24